No. 1
Here is a 10-piece molecular cluster, C30H70N10O10 overall in a non-equilibrium geometry from OMol25. Energies are from wB97M-V/def2-TZVPD.

As for the spin multiplicity: 1. For the max |F|, the calculation gives 9.04 eV/A. Its highest occupied orbital energy is -8.630 eV. As for the SMILES: CNC(C)=O.CNC(C)=O.CNC(C)=O.CNC(C)=O.CNC(C)=O.CNC(C)=O.CNC(C)=O.CNC(C)=O.CNC(C)=O.CNC(C)=O. The value obtained for the frontier orbital gap is 8.52 eV. The value obtained for the calculated total energy is -67613.1127 eV.

Cartesian coordinates (Å):
H (-1.435, -3.485, 0.542)
C (-4.835, -0.061, 6.392)
C (2.102, -0.869, -1.271)
H (4.394, 2.747, -2.944)
H (8.172, 1.554, 1.155)
H (0.248, 3.761, -0.816)
H (0.915, -2.164, 4.167)
H (-5.500, 2.155, -3.581)
H (-4.949, 3.050, -2.473)
N (-3.003, -4.613, -0.327)
H (-4.734, -6.996, -1.306)
H (7.062, 2.509, -0.151)
H (2.840, -2.429, 5.442)
N (6.328, 0.664, 0.647)
C (-1.695, -4.046, -0.402)
C (4.264, 0.151, 1.896)
C (2.776, 5.887, -0.531)
H (-1.500, 0.505, 0.926)
C (-6.278, 4.906, 1.127)
O (0.842, -2.387, 0.121)
H (3.955, -3.571, -4.893)
O (-2.841, 1.608, -1.882)
C (3.942, -3.025, 3.795)
H (6.306, -2.898, 3.977)
C (5.437, 1.108, 1.604)
H (6.458, -0.105, 0.176)
C (7.471, 1.569, 0.233)
O (-4.059, 5.616, 0.076)
N (-0.017, -0.354, -0.171)
H (1.351, 2.699, -0.165)
H (-7.019, 4.593, 1.807)
H (3.736, -0.277, 1.080)
C (-5.144, 2.017, -2.513)
H (1.554, -3.004, 2.746)
H (-2.797, 2.992, 0.331)
O (-3.798, 1.742, 4.525)
C (2.062, -3.233, -4.835)
H (3.327, -4.021, -6.420)
H (-4.573, 0.596, 7.319)
H (-3.056, -0.934, 5.495)
H (5.787, 2.743, -2.222)
H (-1.003, -4.820, -0.790)
H (-3.178, -1.982, -2.987)
N (2.787, -2.875, 4.451)
H (-2.606, 3.443, 2.038)
C (-3.203, 0.658, 4.714)
C (-0.118, 1.124, -3.837)
O (5.384, 4.918, -0.715)
N (1.372, -4.358, -4.496)
H (-5.762, -5.812, -1.847)
N (-5.050, 4.326, 1.471)
H (-0.029, -5.508, -3.336)
H (-1.187, 1.953, -1.669)
H (7.815, 1.126, -0.808)
H (-2.091, -1.017, 0.156)
H (-0.045, 0.423, -0.756)
H (-0.966, -4.091, -4.078)
H (-0.383, 2.564, 0.501)
H (2.951, -1.098, -0.726)
H (2.317, 0.191, -1.241)
C (0.560, 1.908, -2.667)
H (-1.035, 0.099, 4.779)
H (-4.817, 3.486, 2.121)
C (5.293, -2.685, 4.476)
H (4.870, -0.739, 2.226)
C (-2.774, 3.846, 1.015)
H (-6.296, 5.960, 0.927)
H (-5.128, -0.333, -2.646)
H (-2.135, -0.782, -2.108)
H (0.343, 1.493, -4.553)
H (-0.854, -0.967, 1.523)
H (2.637, 4.095, -2.035)
C (-3.182, -1.253, -2.181)
H (-6.621, 4.407, 0.161)
N (-4.224, -0.117, -2.336)
O (1.691, 2.260, -2.751)
H (0.312, -3.831, -2.771)
H (4.421, 2.221, -1.186)
N (3.275, 4.773, -1.380)
C (3.285, -3.272, -5.619)
H (-3.669, -4.346, 0.395)
N (-0.208, 2.205, -1.544)
C (0.082, -4.326, -3.642)
C (-3.513, -5.269, -1.335)
C (-4.927, -6.026, -1.154)
H (3.552, -2.237, -6.169)
H (5.556, -1.659, 4.525)
H (3.460, 0.323, 2.721)
H (-3.459, -1.814, -1.376)
C (-1.935, 0.348, 4.076)
H (1.762, 6.091, -0.716)
C (4.773, 2.966, -1.891)
H (-1.033, 1.538, -4.070)
O (4.034, -3.456, 2.654)
C (-3.934, 1.211, -2.138)
H (-5.983, 2.000, -1.919)
H (-1.603, 1.136, 3.331)
O (1.554, -2.082, -4.582)
H (1.143, -3.982, 4.168)
H (5.215, -3.407, 5.344)
N (-3.726, -0.263, 5.396)
C (0.309, 2.916, -0.365)
H (-2.204, -0.512, 3.371)
C (-3.941, 4.645, 0.831)
O (5.571, 2.215, 2.130)
H (1.786, -0.839, -2.483)
C (-1.145, -0.551, 0.676)
C (0.940, -1.299, -0.387)
O (-2.868, -5.569, -2.306)
H (-5.103, -0.925, 6.933)
H (-2.173, 4.568, 0.733)
H (3.086, 6.850, -0.679)
H (-1.622, -3.168, -1.050)
H (1.881, -5.228, -4.422)
H (2.827, 5.621, 0.638)
H (-5.717, 0.357, 5.940)
C (1.520, -3.049, 3.792)
H (-0.052, 0.048, -3.692)
H (-5.451, -5.685, -0.231)
C (4.493, 4.217, -1.217)

Atom charges from the Mulliken analysis, given in e for atoms 1 to 99: number 1, H, carries 0.325; number 2, C, carries -0.830; number 3, C, carries -1.068; number 4, H, carries 0.286; number 5, H, carries 0.258; number 6, H, carries 1.127; number 7, H, carries 0.134; number 8, H, carries 0.356; number 9, H, carries 0.485; number 10, N, carries -0.123; number 11, H, carries 0.308; number 12, H, carries 0.183; number 13, H, carries 0.285; number 14, N, carries -0.121; number 15, C, carries -0.406; number 16, C, carries -0.353; number 17, C, carries -1.052; number 18, H, carries -0.247; number 19, C, carries -0.828; number 20, O, carries -0.681; number 21, H, carries 0.336; number 22, O, carries -0.718; number 23, C, carries 0.738; number 24, H, carries 0.289; number 25, C, carries 0.696; number 26, H, carries 0.164; number 27, C, carries -0.691; number 28, O, carries -0.724; number 29, N, carries 0.541; number 30, H, carries 0.165; number 31, H, carries 0.363; number 32, H, carries -0.249; number 33, C, carries -1.814; number 34, H, carries 0.182; number 35, H, carries 0.147; number 36, O, carries -0.702; number 37, C, carries 0.666; number 38, H, carries 0.362; number 39, H, carries 0.273; number 40, H, carries 0.204; number 41, H, carries 0.353; number 42, H, carries 0.314; number 43, H, carries 0.379; number 44, N, carries -0.180; number 45, H, carries 0.312; number 46, C, carries 0.742; number 47, C, carries -1.723; number 48, O, carries -0.665; number 49, N, carries -0.146; number 50, H, carries 0.318; number 51, N, carries -0.136; number 52, H, carries 0.243; number 53, H, carries 0.514; number 54, H, carries 0.282; number 55, H, carries -0.261; number 56, H, carries -0.144; number 57, H, carries 0.194; number 58, H, carries -0.205; number 59, H, carries 0.839; number 60, H, carries -0.007; number 61, C, carries 0.925; number 62, H, carries 0.364; number 63, H, carries 0.156; number 64, C, carries -1.229; number 65, H, carries 0.075; number 66, C, carries -0.789; number 67, H, carries 0.280; number 68, H, carries 0.235; number 69, H, carries 0.154; number 70, H, carries 0.897; number 71, H, carries 1.123; number 72, H, carries 0.228; number 73, C, carries -0.958; number 74, H, carries 0.201; number 75, N, carries -0.123; number 76, O, carries -0.511; number 77, H, carries -0.084; number 78, H, carries 0.041; number 79, N, carries -0.129; number 80, C, carries -1.188; number 81, H, carries 0.277; number 82, N, carries -0.106; number 83, C, carries -0.331; number 84, C, carries 0.603; number 85, C, carries -1.092; number 86, H, carries 0.237; number 87, H, carries 0.378; number 88, H, carries 0.325; number 89, H, carries 0.484; number 90, C, carries -0.791; number 91, H, carries 0.420; number 92, C, carries -0.688; number 93, H, carries 0.425; number 94, O, carries -0.628; number 95, C, carries 0.612; number 96, H, carries 0.536; number 97, H, carries 0.058; number 98, O, carries -0.576; number 99, H, carries 0.316

=====

No. 2
Here is a 10-piece molecular cluster, C30H70N10O10 overall in a non-equilibrium geometry from OMol25. Energies are from wB97M-V/def2-TZVPD.

As for the spin multiplicity: 1. For the max |F|, the calculation gives 4.41 eV/A. Its highest occupied orbital energy is -9.053 eV. As for the SMILES: CN(C)C=O.CN(C)C=O.CN(C)C=O.CN(C)C=O.CN(C)C=O.CN(C)C=O.CN(C)C=O.CN(C)C=O.CN(C)C=O.CN(C)C=O. The value obtained for the frontier orbital gap is 8.97 eV. The value obtained for the calculated total energy is -67615.1796 eV.

Cartesian coordinates (Å):
N (5.416, -1.314, 5.602)
C (1.173, 8.608, 1.400)
C (-3.623, -4.745, 6.060)
H (-0.642, 5.609, -6.781)
H (1.417, 1.808, 8.552)
C (-6.683, 3.975, 0.068)
H (0.120, 10.877, 2.086)
O (-4.460, -5.685, 5.991)
C (-8.820, 3.871, -1.048)
H (-1.781, -5.235, -11.081)
H (6.089, -7.475, 3.645)
H (-1.415, 2.579, -6.434)
H (-0.512, 4.834, -5.210)
H (6.891, -0.333, 4.582)
N (3.792, -4.156, -7.716)
H (5.649, -6.970, 0.237)
N (-7.758, 3.253, -0.541)
N (0.491, 3.463, 7.735)
H (4.168, -2.358, -8.854)
N (-2.884, -5.084, -9.356)
H (-6.647, 3.713, 1.126)
O (-0.525, -0.205, -2.437)
H (-0.816, 2.451, 0.143)
C (-1.915, -5.742, -10.125)
O (1.750, 7.539, 1.137)
C (4.647, -6.852, 0.649)
C (4.100, -1.957, 5.806)
H (-2.778, 2.820, -7.306)
C (-2.486, -3.777, -8.665)
C (-0.843, 3.495, 7.878)
H (-8.894, 4.970, -1.040)
H (-1.109, 3.031, 8.841)
H (3.542, -1.540, 6.645)
H (3.430, -3.675, -9.762)
O (-1.647, 3.903, 6.979)
N (-2.314, 4.470, -6.114)
C (4.634, -5.239, -8.035)
H (-6.774, 1.418, -1.143)
H (-1.310, 1.517, -1.837)
H (0.819, 2.818, 9.730)
H (0.676, 10.773, 3.669)
H (1.536, 11.706, 2.447)
H (-5.411, -2.018, 5.954)
C (-3.538, 4.465, -5.635)
C (-4.021, -5.724, -9.139)
H (4.248, -5.850, 0.491)
O (3.789, -4.579, -5.519)
C (5.818, -0.569, 4.514)
C (3.567, -3.799, -6.437)
N (-3.814, -3.468, 6.149)
H (-4.088, 3.568, -5.960)
C (-5.246, -3.038, 6.301)
H (2.077, 3.431, 6.290)
C (1.047, 10.752, 2.645)
C (3.145, 9.590, 2.607)
C (3.505, -3.219, -8.775)
H (3.150, 9.325, 3.665)
C (-0.772, 1.492, 0.659)
H (-0.047, 1.405, 1.468)
H (-0.940, -5.866, -9.655)
H (-3.311, -3.140, -8.345)
H (2.657, -7.301, 2.275)
H (-2.062, -4.036, -7.695)
N (1.784, 9.625, 2.083)
H (-2.804, -1.469, 6.118)
H (-1.878, -3.073, -9.234)
H (0.772, -0.650, 1.118)
O (3.599, -7.989, 3.972)
H (-1.740, -2.833, 5.934)
H (3.987, -7.393, -0.028)
H (-8.469, 1.519, -0.856)
H (3.076, -2.820, -6.328)
H (2.164, 3.564, 8.816)
C (-0.767, 0.606, -1.541)
H (4.192, -5.750, -8.890)
H (6.727, -6.657, 2.338)
H (3.836, 9.074, 1.940)
H (-1.598, 6.175, -5.292)
H (-5.904, -3.617, 5.653)
N (-0.501, 0.464, -0.243)
H (0.491, 4.164, 5.741)
C (-7.510, 1.886, -0.490)
H (0.267, 8.911, 0.852)
H (-1.775, 1.398, 1.076)
H (-4.307, -6.501, -9.865)
H (4.630, -6.011, -7.265)
C (6.019, -7.457, 2.557)
C (3.591, -7.557, 2.798)
H (3.718, 10.510, 2.489)
C (0.050, -0.822, 0.320)
H (-6.704, 5.051, -0.107)
H (5.976, -1.334, 7.464)
C (-1.199, 5.350, -5.881)
C (-1.895, 3.380, -6.997)
C (-2.644, -2.498, 6.441)
O (-3.973, 5.317, -4.838)
H (-5.766, 3.672, -0.437)
H (3.510, -1.948, 4.890)
H (-2.456, -2.314, 7.499)
O (-4.650, -5.531, -8.108)
O (5.186, -0.227, 3.494)
N (4.637, -7.228, 2.089)
H (-1.375, 3.621, -7.924)
H (-5.364, -2.995, 7.384)
H (-0.765, -1.317, 0.848)
O (-9.626, 3.265, -1.709)
C (6.489, -1.616, 6.544)
H (-2.122, -6.760, -10.453)
C (1.215, 4.045, 6.547)
H (7.436, -1.076, 6.535)
H (1.645, 4.998, 6.854)
H (6.374, -8.406, 2.156)
H (6.631, -2.694, 6.461)
H (5.695, -5.028, -8.166)
H (0.573, -1.390, -0.449)
H (-7.441, 1.616, 0.564)
C (1.323, 2.873, 8.765)
H (4.218, -3.008, 6.069)
H (2.503, -2.790, -8.763)
H (-2.534, -4.906, 6.074)

Atom charges from the Mulliken analysis, given in e for atoms 1 to 99: number 1, N, carries 0.109; number 2, C, carries 0.173; number 3, C, carries 0.159; number 4, H, carries 0.266; number 5, H, carries 0.308; number 6, C, carries -0.927; number 7, H, carries 0.314; number 8, O, carries -0.625; number 9, C, carries 0.208; number 10, H, carries 0.334; number 11, H, carries 0.323; number 12, H, carries 0.367; number 13, H, carries 0.327; number 14, H, carries 0.278; number 15, N, carries 0.131; number 16, H, carries 0.343; number 17, N, carries 0.054; number 18, N, carries 0.090; number 19, H, carries 0.332; number 20, N, carries 0.108; number 21, H, carries 0.304; number 22, O, carries -0.626; number 23, H, carries 0.311; number 24, C, carries -1.037; number 25, O, carries -0.587; number 26, C, carries -0.936; number 27, C, carries -0.867; number 28, H, carries 0.301; number 29, C, carries -0.891; number 30, C, carries 0.184; number 31, H, carries 0.308; number 32, H, carries 0.256; number 33, H, carries 0.272; number 34, H, carries 0.314; number 35, O, carries -0.644; number 36, N, carries 0.086; number 37, C, carries -0.996; number 38, H, carries 0.303; number 39, H, carries 0.285; number 40, H, carries 0.341; number 41, H, carries 0.327; number 42, H, carries 0.326; number 43, H, carries 0.303; number 44, C, carries 0.262; number 45, C, carries 0.089; number 46, H, carries 0.304; number 47, O, carries -0.600; number 48, C, carries 0.129; number 49, C, carries 0.081; number 50, N, carries 0.056; number 51, H, carries 0.248; number 52, C, carries -0.898; number 53, H, carries 0.334; number 54, C, carries -0.969; number 55, C, carries -1.006; number 56, C, carries -0.959; number 57, H, carries 0.327; number 58, C, carries -0.856; number 59, H, carries 0.260; number 60, H, carries 0.321; number 61, H, carries 0.314; number 62, H, carries 0.345; number 63, H, carries 0.320; number 64, N, carries 0.112; number 65, H, carries 0.300; number 66, H, carries 0.329; number 67, H, carries 0.297; number 68, O, carries -0.631; number 69, H, carries 0.314; number 70, H, carries 0.354; number 71, H, carries 0.326; number 72, H, carries 0.342; number 73, H, carries 0.359; number 74, C, carries 0.145; number 75, H, carries 0.353; number 76, H, carries 0.379; number 77, H, carries 0.328; number 78, H, carries 0.328; number 79, H, carries 0.290; number 80, N, carries 0.111; number 81, H, carries 0.307; number 82, C, carries -0.980; number 83, H, carries 0.294; number 84, H, carries 0.317; number 85, H, carries 0.344; number 86, H, carries 0.333; number 87, C, carries -1.053; number 88, C, carries 0.084; number 89, H, carries 0.361; number 90, C, carries -0.871; number 91, H, carries 0.305; number 92, H, carries 0.313; number 93, C, carries -0.865; number 94, C, carries -0.996; number 95, C, carries -0.827; number 96, O, carries -0.646; number 97, H, carries 0.328; number 98, H, carries 0.317; number 99, H, carries 0.314